*A*
The following is a DFT calculation (the ωB97M-V functional and the def2-TZVPD basis) of 2 unconnected molecules or ions with the total composition C2H4O3.

As for the HOMO-LUMO gap: 10.1 eV. Its highest occupied orbital energy is -9.817 eV. As for the LUMO energy: 0.011 Eh.

Structure (ORCA input):
```
! wB97M-V def2-TZVPD RIJCOSX def2/J DEFGRID3
* xyz 0 1
O -1.292 0.541 0.364
C -0.307 1.148 0.652
O -0.314 2.404 0.984
H 0.706 0.684 0.676
H 0.543 2.611 1.383
C 0.149 -1.827 -1.027
O 0.963 -2.070 -1.873
H -0.240 -0.845 -0.776
H -0.209 -2.645 -0.383
*
```

---

*B*
The following is a DFT calculation (the ωB97M-V functional and the def2-TZVPD basis) of 2 unconnected molecules or ions with the total composition C2H4O3.

As for the HOMO-LUMO gap (alpha / beta): 8.3 / 8.3 eV. Its highest occupied orbital energy (alpha / beta) is -9.222 / -9.224 eV. As for the LUMO energy (alpha / beta): -0.034 / -0.034 Eh.

Structure (ORCA input):
```
! wB97M-V def2-TZVPD RIJCOSX def2/J DEFGRID3
* xyz 0 1
C -0.576 -0.209 0.151
C 0.782 -0.766 0.143
O -1.605 0.015 0.985
O -1.823 -0.452 -0.380
O 0.159 1.834 -1.015
H 0.758 -1.796 -0.363
H 0.993 -1.072 1.155
H 1.459 -0.001 -0.321
H -0.148 2.446 -0.354
*
```

---

*C*
The following is a DFT calculation (the ωB97M-V functional and the def2-TZVPD basis) of a molecular structure, C2H4O3.

As for the HOMO-LUMO gap: 9.6 eV. Its highest occupied orbital energy is -9.153 eV. As for the LUMO energy: 0.017 Eh.

Structure (ORCA input):
```
! wB97M-V def2-TZVPD RIJCOSX def2/J DEFGRID3
* xyz 0 1
C 0.456 -0.621 0.446
C -0.552 0.024 -0.447
O 1.012 -1.651 0.025
O 1.015 0.923 -0.139
O -1.678 0.539 -0.007
H 1.640 0.666 -0.835
H -1.584 0.817 0.921
H 0.270 -0.426 1.529
H -0.579 -0.271 -1.493
*
```

---

What is the least stable structure shown above? It is *B*.